# 1
C8H20ClN2O3S | ωB97M-V with the def2-TZVPD basis set

## Properties
Orbital gap ... 0.15039 hartree
ΔE to the lowest compared entry with this formula, charge and spin ... 121.7 kcal per mole
Calculated total energy ... -41099.093 eV

Geometry as ORCA input:
```
! RIJCOSX wB97M-V def2-TZVPD def2/J DEFGRID3
* xyz -1 1
N 5.212 -2.987 0.787
C 4.797 -1.623 0.689
C 3.967 -1.499 -0.587
C 2.638 -2.218 -0.504
C 1.762 -1.589 0.541
S 0.152 -2.357 0.534
O -0.602 -1.798 -0.542
O 0.221 -3.767 0.540
Cl -0.785 -1.745 2.267
H 5.541 -3.161 1.736
H 5.628 -0.895 0.560
H 4.207 -1.280 1.563
H 4.541 -2.026 -1.339
H 3.875 -0.456 -0.902
H 2.858 -3.234 -0.204
H 2.169 -2.251 -1.480
H 1.559 -0.539 0.368
H 2.220 -1.707 1.515
C -1.890 2.714 -1.405
C -2.202 1.349 -0.798
C -3.685 1.146 -0.459
O -4.133 1.815 0.708
C -4.445 3.181 0.537
N -1.334 1.130 0.356
H -1.865 3.502 -0.652
H -0.909 2.694 -1.879
H -2.625 2.988 -2.166
H -1.947 0.592 -1.545
H -3.839 0.084 -0.259
H -4.325 1.410 -1.313
H -4.874 3.376 -0.451
H -3.567 3.814 0.685
H -5.182 3.448 1.295
H -1.465 0.177 0.685
H -1.674 1.710 1.120
*
```

Results of the Mulliken charge analysis, in e, for atoms 1 through 8: -0.86, -0.41, -0.81, -0.81, -0.68, 1.05, -0.54, -0.55

---

# 2
C5H12NS | ωB97M-V with the def2-TZVPD basis set

## Properties
Orbital gap ... 0.23986 hartree
ΔE to the lowest compared entry with this formula, charge and spin ... 72.5 kcal per mole
Calculated total energy ... -17702.647 eV

Geometry as ORCA input:
```
! RIJCOSX wB97M-V def2-TZVPD def2/J DEFGRID3
* xyz -1 1
C -0.467 -1.042 -1.426
N -0.710 -0.544 -0.025
C 0.493 -0.067 -0.049
C 1.642 -0.684 0.639
S 2.829 0.648 1.087
C -0.161 2.857 1.987
C -1.552 -2.060 -1.792
H -0.583 -0.231 -2.171
H 0.459 -1.538 -1.696
H 0.649 2.176 1.706
H 0.740 0.864 -0.600
H 1.225 -1.105 1.545
H 2.132 -1.476 0.064
H -0.587 3.292 1.086
H 0.244 3.603 2.672
H -0.877 2.263 2.548
H -1.523 -2.324 -2.840
H -1.431 -2.987 -1.212
H -2.522 -1.646 -1.522
*
```

Results of the Mulliken charge analysis, in e, for atoms 1 through 8: -0.11, -0.67, 0.06, -0.62, -0.64, -0.82, -1.25, 0.22

---

# 3
C31H17Cl5N4O5Ti | ωB97M-V with the def2-TZVPD basis set

## Properties
Orbital gap ... 0.13472 hartree
ΔE to the lowest compared entry with this formula, charge and spin ... 14.2 kcal per mole
Calculated total energy ... -134355.706 eV

Geometry as ORCA input:
```
! RIJCOSX wB97M-V def2-TZVPD def2/J DEFGRID3
* xyz -2 1
Ti 0.491 0.044 -0.291
O 2.077 -3.377 -2.080
C 1.523 -2.303 -1.845
N 1.921 -1.271 -1.097
C 3.217 -1.207 -0.545
C 4.291 -2.037 -0.871
C 5.549 -1.816 -0.316
C 5.746 -0.769 0.570
C 4.685 0.069 0.905
C 3.418 -0.140 0.359
N 2.261 0.593 0.659
C 2.302 1.804 1.234
O 3.274 2.510 1.486
C 0.924 2.252 1.682
C 0.685 3.536 2.134
C -0.579 3.835 2.611
C -1.536 2.838 2.645
C -1.205 1.589 2.150
N 0.001 1.312 1.663
C 0.209 -2.005 -2.546
C -0.322 -2.894 -3.458
C -1.448 -2.514 -4.173
C -1.981 -1.260 -3.954
C -1.399 -0.443 -2.997
N -0.327 -0.821 -2.301
H 4.128 -2.854 -1.553
H 6.373 -2.469 -0.584
H 6.724 -0.595 1.006
H 4.827 0.892 1.588
H 1.490 4.255 2.092
H -0.822 4.837 2.943
H -2.538 3.024 3.008
H -1.937 0.795 2.093
H 0.172 -3.847 -3.582
H -1.898 -3.186 -4.896
H -2.848 -0.909 -4.499
H -1.807 0.532 -2.773
Cl -4.362 5.323 -2.277
C -3.475 3.912 -1.674
C -4.157 2.996 -0.886
C -3.423 1.879 -0.450
Cl -4.274 0.686 0.525
C -2.089 1.639 -0.747
O -1.484 0.521 -0.339
C -1.387 2.657 -1.522
C -0.021 2.551 -1.783
O 0.764 1.572 -1.297
C -2.149 3.769 -2.002
H -5.196 3.125 -0.620
H 0.455 3.322 -2.380
H -1.657 4.514 -2.619
Cl -2.334 -4.877 4.885
C -1.649 -3.847 3.631
C -0.497 -3.135 3.887
C 0.043 -2.327 2.901
Cl 1.495 -1.455 3.262
C -0.544 -2.189 1.621
O -0.054 -1.449 0.688
C -1.722 -2.959 1.421
Cl -2.487 -2.922 -0.133
C -2.266 -3.768 2.399
H -0.009 -3.203 4.850
H -3.163 -4.336 2.194
*
```

Results of the Mulliken charge analysis, in e, for atoms 1 through 8: -1.27, -0.84, 0.27, 0.67, 0.43, -0.94, -0.61, -0.58

---

# 4
C4H12N2O | ωB97M-V with the def2-TZVPD basis set

## Properties
Orbital gap ... 0.35397 hartree
ΔE to the lowest compared entry with this formula, charge and spin ... 37.7 kcal per mole
Calculated total energy ... -9369.558 eV

Geometry as ORCA input:
```
! RIJCOSX wB97M-V def2-TZVPD def2/J DEFGRID3
* xyz 0 1
C 1.332 -0.055 -2.586
C 1.009 -0.477 -1.166
O 0.254 -1.687 -1.176
C 0.260 0.620 -0.428
N -0.116 0.196 0.881
C -1.088 1.026 1.572
N -1.559 0.358 2.785
H 0.403 -0.020 -3.153
H 1.845 0.905 -2.609
H 1.998 -0.771 -3.060
H 1.928 -0.717 -0.625
H -0.616 -1.458 -0.818
H -0.661 0.860 -0.964
H 0.898 1.512 -0.372
H 0.346 -0.412 1.530
H -1.951 1.227 0.927
H -0.615 1.981 1.802
H -1.455 0.938 3.603
H -1.041 -0.497 2.935
*
```

Results of the Mulliken charge analysis, in e, for atoms 1 through 8: -1.39, 0.45, -0.55, -0.93, -0.18, -0.25, -0.61, 0.32

---

# 5
C4H9O | ωB97M-V with the def2-TZVPD basis set

## Properties
Orbital gap ... 0.21958 hartree
ΔE to the lowest compared entry with this formula, charge and spin ... 41.1 kcal per mole
Calculated total energy ... -6338.986 eV

Geometry as ORCA input:
```
! RIJCOSX wB97M-V def2-TZVPD def2/J DEFGRID3
* xyz -1 1
C 0.512 -0.738 -0.434
O 1.769 -0.616 -0.672
C -0.774 -0.532 -1.377
C -0.492 0.467 -0.275
C -1.427 0.516 0.933
H 0.142 -1.545 0.239
H 3.117 3.638 6.181
H -0.654 -0.230 -2.416
H -1.504 -1.329 -1.267
H 2.661 3.121 6.356
H -0.133 1.435 -0.597
H -2.439 0.490 0.520
H -1.203 -0.249 1.678
H -1.310 1.445 1.510
*
```

Results of the Mulliken charge analysis, in e, for atoms 1 through 8: -0.04, -0.88, -0.95, 0.01, -1.27, 0.22, 0.00, 0.36

---

# 6
C14H12BiCl2GaN2O4 | ωB97M-V with the def2-TZVPD basis set

## Properties
Orbital gap (spin up / spin down) ... 0.16339 / 0.16780 hartree
Calculated total energy ... -109095.313 eV

Geometry as ORCA input:
```
! RIJCOSX wB97M-V def2-TZVPD def2/J DEFGRID3
* xyz 4 1
Ga 0.037 -0.527 -6.899
Bi -0.181 0.048 -3.387
Cl -1.529 0.823 -5.503
Cl 1.612 -1.090 -4.759
C -1.469 -1.988 -2.440
C -0.540 0.523 -8.740
C 0.209 -1.439 -8.734
O -1.686 -2.587 -1.507
O -0.805 0.951 -9.791
O 0.326 -1.868 -9.803
C 0.471 1.293 3.798
N 0.096 1.461 2.401
N 0.080 0.466 1.528
C -0.037 0.965 0.259
O -0.047 0.203 -0.728
C -0.055 2.407 0.424
C 0.042 2.665 1.779
C 0.164 3.900 2.577
C 0.076 -0.868 2.004
C -0.700 -1.136 3.147
C -0.796 -2.450 3.609
C 0.024 -3.442 3.023
C 0.877 -3.120 1.939
C 0.975 -1.801 1.482
H -0.397 1.371 4.502
H 1.270 2.013 4.056
H 0.894 0.281 3.938
H -0.086 3.118 -0.344
H -0.591 3.963 3.372
H 1.149 3.976 3.059
H 0.038 4.789 1.960
H -1.177 -0.346 3.726
H -1.519 -2.722 4.394
H 0.063 -4.457 3.451
H 1.476 -3.901 1.441
H 1.736 -1.474 0.770
*
```

Results of the Mulliken charge analysis, in e, for atoms 1 through 8: 0.52, 1.64, -0.27, -0.25, 0.18, 0.36, 0.58, 0.06

---

Question: calculated total energy of number 6 (C14H12BiCl2GaN2O4)?
Answer: -109095.313 eV

---

Question: Which of these has the lowest calculated total energy?
Answer: C31H17Cl5N4O5Ti

---

Question: What is the formula in the sixth record?
Answer: C14H12BiCl2GaN2O4

---

Repeat the second record exactly.
C5H12NS | ωB97M-V with the def2-TZVPD basis set

## Properties
Orbital gap ... 0.23986 hartree
ΔE to the lowest compared entry with this formula, charge and spin ... 72.5 kcal per mole
Calculated total energy ... -17702.647 eV

Geometry as ORCA input:
```
! RIJCOSX wB97M-V def2-TZVPD def2/J DEFGRID3
* xyz -1 1
C -0.467 -1.042 -1.426
N -0.710 -0.544 -0.025
C 0.493 -0.067 -0.049
C 1.642 -0.684 0.639
S 2.829 0.648 1.087
C -0.161 2.857 1.987
C -1.552 -2.060 -1.792
H -0.583 -0.231 -2.171
H 0.459 -1.538 -1.696
H 0.649 2.176 1.706
H 0.740 0.864 -0.600
H 1.225 -1.105 1.545
H 2.132 -1.476 0.064
H -0.587 3.292 1.086
H 0.244 3.603 2.672
H -0.877 2.263 2.548
H -1.523 -2.324 -2.840
H -1.431 -2.987 -1.212
H -2.522 -1.646 -1.522
*
```

Results of the Mulliken charge analysis, in e, for atoms 1 through 8: -0.11, -0.67, 0.06, -0.62, -0.64, -0.82, -1.25, 0.22